1.
Below is the ion CN3O5S2 with charge -1, with properties calculated with ωB97M-V with the def2-TZVPD basis set.

```
! RIJCOSX wB97M-V def2-TZVPD def2/J DEFGRID3
* xyz -1 1
N -3.09 1.13 0.76
C -2.07 0.66 0.46
N -0.81 0.17 0.28
N -0.69 -0.91 -0.30
O -1.57 -1.71 -0.67
O 0.54 -1.25 -0.33
S 2.07 -0.09 0.11
O 2.96 -0.74 -0.74
O 1.93 -0.33 1.51
O 2.84 1.55 0.12
S 1.27 1.72 -0.48
*
```

HOMO-LUMO gap = 0.29055 hartree
SMILES = N#C/N=[N+](\[O-])OS1(=O)([O-])OS1
E_LUMO = 2.844 eV
HOMO = -5.06 eV

How is the electron density shared among the atoms? According to Löwdin, the charges in e are: 0.1111 -0.2908 0.0022 -0.4380 0.0403 -0.1530 0.3899 -0.2935 -0.3163 -0.7347 0.6828

2.
Below is a structure of composition C54H49Cl2N8S4V, with properties calculated with ωB97M-V with the def2-TZVPD basis set.

```
! RIJCOSX wB97M-V def2-TZVPD def2/J DEFGRID3
* xyz 1 4
V -1.30 0.11 -0.99
N -1.81 -1.28 -0.08
S -1.75 -2.23 1.18
N -0.50 -2.02 2.16
S 0.12 -0.70 2.91
N 0.40 0.74 2.19
S 0.98 1.16 0.76
N 0.27 0.69 -0.52
C 0.90 2.94 0.84
C 1.36 3.55 1.98
C 1.33 4.95 2.04
C 0.70 5.68 1.04
C 0.14 5.04 -0.05
C 0.31 3.67 -0.21
C 2.71 0.72 0.43
C 3.75 1.64 0.44
C 4.99 1.33 -0.14
C 5.18 0.10 -0.72
C 4.12 -0.80 -0.79
C 2.94 -0.54 -0.12
C 1.64 -1.35 3.61
C 2.42 -0.49 4.40
C 3.63 -0.92 4.89
C 4.08 -2.21 4.67
C 3.35 -3.01 3.77
C 2.10 -2.62 3.31
C -0.92 -0.10 4.21
C -1.01 -0.94 5.31
C -1.78 -0.53 6.41
C -2.46 0.66 6.38
C -2.28 1.50 5.29
C -1.55 1.13 4.20
C -3.38 -2.12 1.93
C -4.25 -1.05 1.71
C -5.53 -1.08 2.25
C -5.95 -2.16 3.04
C -5.10 -3.21 3.25
C -3.77 -3.15 2.79
C -1.54 -3.95 0.71
C -2.67 -4.78 0.54
C -2.45 -6.15 0.31
C -1.14 -6.67 0.14
C -0.08 -5.78 0.18
C -0.28 -4.42 0.45
H 1.75 2.93 2.81
H 1.86 5.46 2.88
H 0.72 6.76 1.05
H -0.33 5.64 -0.82
H -0.11 3.17 -1.08
H 3.72 2.57 1.01
H 5.79 2.08 -0.20
H 6.12 -0.17 -1.19
H 4.15 -1.75 -1.31
H 2.13 -1.25 -0.17
H 2.03 0.50 4.75
H 4.18 -0.18 5.45
H 4.95 -2.61 5.15
H 3.72 -3.98 3.56
H 1.54 -3.31 2.68
H -0.40 -1.85 5.44
H -1.80 -1.12 7.32
H -2.99 1.00 7.26
H -2.72 2.48 5.24
H -1.51 1.77 3.28
H -3.95 -0.24 1.04
H -6.23 -0.30 2.07
H -6.92 -2.10 3.56
H -5.40 -4.11 3.76
H -3.04 -3.89 3.05
H -3.66 -4.40 0.66
H -3.27 -6.84 0.18
H -0.98 -7.76 -0.02
H 0.95 -6.13 0.21
H 0.59 -3.73 0.42
Cl -2.33 1.03 -6.43
C -1.47 0.18 -5.16
C -0.24 -0.40 -5.56
C 0.64 -0.77 -4.56
C 0.34 -0.63 -3.22
N -0.90 -0.13 -2.85
C -1.81 0.25 -3.81
H -0.06 -0.53 -6.62
H 1.58 -1.23 -4.80
H 1.05 -0.77 -2.39
H -2.85 0.44 -3.56
N 0.64 3.41 -4.39
C 1.98 3.53 -4.10
S 2.93 2.23 -3.72
N 2.46 4.81 -4.17
C 3.74 5.24 -3.79
C 4.29 4.83 -2.54
C 5.51 5.34 -2.13
C 6.25 6.16 -2.99
C 5.74 6.47 -4.25
C 4.47 6.09 -4.64
H 0.29 2.46 -4.33
H 0.05 4.15 -3.95
H 1.84 5.50 -4.56
H 3.63 4.17 -1.95
H 5.95 5.15 -1.17
H 7.21 6.49 -2.75
H 6.37 7.08 -4.93
H 4.12 6.39 -5.64
C -2.64 1.57 -0.96
H -2.25 2.59 -1.18
H -2.79 1.59 0.13
H -3.58 1.37 -1.46
Cl -7.17 -4.49 -3.02
C -5.51 -4.14 -3.16
C -4.56 -5.13 -3.51
C -3.22 -4.76 -3.53
C -2.85 -3.43 -3.29
N -3.73 -2.51 -2.98
C -5.06 -2.83 -2.86
H -4.87 -6.14 -3.81
H -2.43 -5.46 -3.54
H -1.85 -3.14 -3.43
H -5.73 -2.04 -2.58
*
```

⟨S²⟩ = 3.787
HOMO-LUMO gap (spin up / spin down) = 0.16889 / 0.28076 hartree
Energy relative to the best compared isomer or geometry (same formula, charge and spin) = 0.0 kJ/mol
E_LUMO (spin up / spin down) = -2.050 / -2.153 eV
HOMO (spin up / spin down) = -6.65 / -9.79 eV

Löwdin population analysis, charges in e, atoms 1 to 99: 0.5762 -0.3858 0.8770 -0.3922 0.9321 -0.3932 0.8614 -0.3838 -0.3144 -0.0867 -0.0596 -0.0729 -0.0627 -0.0496 -0.2733 -0.0566 -0.0591 -0.0709 -0.0646 -0.0844 -0.3445 -0.0954 -0.0971 -0.0731 -0.0663 -0.0916 -0.3379 -0.0559 -0.0657 -0.0624 -0.0698 -0.0752 -0.3120 -0.0477 -0.0452 -0.0663 -0.0639 -0.0771 -0.3061 -0.0518 -0.0520 -0.0655 -0.0726 -0.0884 0.1218 0.1255 0.1125 0.1092 0.0911 0.1096 0.1161 0.1184 0.1124 0.0951 0.1258 0.1065 0.0999 0.0925 0.0900 0.1284 0.1110 0.1123 0.1066 0.1282 0.0961 0.1006 0.1245 0.1101 0.1126 0.1045 0.1043 0.1269 0.1126 0.1187 0.6770 -0.6174 -0.0739 -0.0706 -0.0903 -0.0740 -0.1256 0.1126 0.1115 0.1051 0.1137 0.0790 -0.8993 0.6599 0.0343 -0.2646 -0.0583 -0.0841 -0.0832 -0.0924 -0.0268 0.0542 0.1135 0.1473 0.0817

3.
Below is a cluster of 2 separate species, C8H5NO5 in total, with properties calculated with ωB97M-V with the def2-TZVPD basis set.

```
! RIJCOSX wB97M-V def2-TZVPD def2/J DEFGRID3
* xyz 0 1
O 1.59 -2.78 0.59
C 1.36 -1.78 0.04
O 2.32 -0.96 -0.45
N 1.64 0.27 -1.02
O 2.32 1.17 -1.48
C 0.32 0.14 -0.77
C -0.69 1.07 -0.97
C -1.84 0.85 -0.25
C -1.93 -0.20 0.64
C -1.14 -1.28 0.60
C -0.02 -1.26 -0.38
H -0.68 1.85 -1.80
H -2.69 1.58 -0.28
H -2.90 -0.36 1.14
H -1.04 -2.10 1.34
H -0.28 -1.75 -1.31
O 1.10 2.90 0.98
C 1.22 1.81 1.39
O 1.35 0.83 1.98
*
```

HOMO-LUMO gap (spin up / spin down) = 0.27530 / 0.27551 hartree
SMILES = O=C1O[N+]([O-])=C2C=CC=C[C@H]12.O=C=O
E_LUMO (spin up / spin down) = -1.053 / -1.056 eV
HOMO (spin up / spin down) = -8.54 / -8.55 eV

How is the electron density shared among the atoms? According to Löwdin, the charges in e are: 0.1882 -0.4489 0.1390 -0.1511 0.0738 -0.2003 -0.0169 -0.0761 -0.1176 -0.0024 -0.1292 0.1566 0.1343 0.1243 0.1416 0.1770 0.2054 -0.4296 0.2319

4.
Below is a structure of composition C46H37ClIIrNO2P2S2, with properties calculated with ωB97M-V with the def2-TZVPD basis set.

```
! RIJCOSX wB97M-V def2-TZVPD def2/J DEFGRID3
* xyz -1 1
Ir -2.19 -0.73 -0.08
Cl -6.26 -5.19 3.39
C -5.22 -3.87 2.93
C -4.90 -2.91 3.86
C -4.07 -1.84 3.51
I -3.59 -0.38 4.91
C -3.54 -1.70 2.23
O -2.78 -0.71 1.89
C -3.87 -2.72 1.28
N -3.33 -2.58 0.03
C -3.62 -3.46 -0.89
C -4.46 -4.56 -0.65
C -5.00 -4.73 0.59
C -4.71 -3.80 1.61
H -5.29 -2.99 4.86
H -3.17 -3.32 -1.86
H -4.67 -5.25 -1.45
H -5.65 -5.57 0.81
C 2.16 2.79 -2.46
C 1.04 2.15 -2.98
C 0.05 1.69 -2.12
C 0.18 1.85 -0.75
C 1.30 2.51 -0.23
C 2.28 2.97 -1.09
P -1.11 1.20 0.32
C -0.37 1.18 1.98
C 0.67 0.27 2.17
C 1.29 0.19 3.41
C 0.88 1.01 4.45
C -0.16 1.90 4.26
C -0.79 1.99 3.02
C -2.45 2.42 0.33
C -2.29 3.77 0.48
C -3.41 4.61 0.45
C -4.66 4.08 0.26
C -4.85 2.69 0.06
C -6.13 2.13 -0.19
C -6.24 0.79 -0.41
C -5.10 -0.05 -0.39
C -3.84 0.43 -0.14
C -3.72 1.84 0.10
H 2.95 3.11 -3.12
H 0.95 1.99 -4.04
H -0.81 1.15 -2.51
H 1.41 2.62 0.84
H 3.17 3.45 -0.69
H 1.02 -0.36 1.35
H 2.11 -0.50 3.55
H 1.36 0.94 5.42
H -0.49 2.54 5.07
H -1.61 2.68 2.88
H -1.29 4.19 0.61
H -3.29 5.68 0.58
H -5.53 4.73 0.24
H -7.00 2.78 -0.20
H -7.21 0.36 -0.61
H -5.26 -1.11 -0.59
S 4.88 -3.17 -1.08
P 4.29 -1.30 -0.83
S 2.37 -0.81 -0.92
C 5.14 -0.22 -2.06
C 5.48 -0.74 -3.31
C 6.03 0.08 -4.28
C 6.25 1.42 -4.02
C 5.92 1.95 -2.78
C 5.36 1.13 -1.81
C 4.98 -0.64 0.74
C 4.26 0.28 1.50
C 4.80 0.80 2.68
C 6.06 0.40 3.10
C 6.78 -0.52 2.35
C 6.24 -1.04 1.18
H 5.33 -1.80 -3.49
H 6.29 -0.34 -5.25
H 6.69 2.06 -4.78
H 6.09 2.99 -2.57
H 5.09 1.54 -0.85
H 3.27 0.57 1.16
H 4.22 1.51 3.26
H 6.48 0.81 4.01
H 7.76 -0.83 2.68
H 6.78 -1.78 0.60
C -0.39 -3.34 -2.19
C -1.02 -2.02 -2.61
C -0.28 -1.39 -3.78
O -0.97 -1.11 -1.52
H -0.43 -4.07 -3.00
H -0.91 -3.74 -1.32
H 0.65 -3.16 -1.91
H -2.06 -2.18 -2.93
H 0.74 -1.16 -3.47
H -0.78 -0.46 -4.10
H -0.26 -2.06 -4.64
*
```

HOMO-LUMO gap = 0.21898 hartree
Energy relative to the best compared isomer or geometry (same formula, charge and spin) = 0.0 kJ/mol
E_LUMO = 1.494 eV
HOMO = -4.46 eV

How is the electron density shared among the atoms? According to Löwdin, the charges in e are: 1.2340 0.6596 -0.6131 -0.1745 -0.6397 0.9270 -0.4333 -0.2576 -0.1372 -0.0107 -0.1084 -0.0308 -0.0179 -0.1703 0.0918 0.0921 0.1082 0.0897 -0.0822 -0.0745 -0.1039 -0.3517 -0.1051 -0.0907 0.9878 -0.3431 -0.0998 -0.0728 -0.0849 -0.0997 -0.0893 -0.2806 -0.0757 -0.0768 -0.0343 -0.1681 -0.0558 -0.0853 -0.0967 -0.2360 -0.1761 0.0996 0.1052 0.0879 0.1047 0.1026 0.0447 0.1083 0.1001 0.0989 0.0998 0.1115 0.0991 0.1081 0.1041 0.0984 0.0848 0.1001 -0.0344 0.2897 -0.3716 -0.1136 -0.0989 -0.1142 -0.1089 -0.1003 -0.3776 -0.1301 -0.1004 -0.1079 -0.0973 -0.1062 0.0651 0.0936 0.0901 0.0949 0.0938 0.0407 0.0943 0.0916 0.0938 0.0752 -0.0629 -0.5587 -0.0622 -0.4540 0.0796 0.0591 0.0592 0.1048 0.0578 0.0672 0.0769

These records have max |F| values of 5.2 8.1 4.2 0.7 eV Å⁻¹, in the order they appear.